Record 1
DFT (wB97M-V/def2-TZVPD) results for a molecular structure, C4H9N3 at a distorted geometry.

Last column: Löwdin charge in e.
Element x y z (Å)
C 1.11673 1.63911 0.18048  -0.057
N 0.75557 -0.58895 0.95096  -0.040
C 0.16944 0.54534 0.59148  -0.495
N 0.00645 -1.59288 1.45155  0.009
C -0.23553 -1.07699 -1.79376  -0.194
C -1.19445 0.65428 0.25326  -0.017
N 0.82721 -1.37701 -1.33152  0.104
H -0.91535 -1.74820 1.05057  0.071
H 0.55270 -2.44091 1.49863  0.086
H 2.11723 1.41895 0.54607  0.075
H 0.78638 2.60250 0.57332  0.073
H 1.16610 1.71324 -0.90896  0.074
H -1.00504 -0.26494 -1.01040  0.094
H -0.66994 -1.22724 -2.77711  0.081
H -1.93504 0.13836 0.85436  0.064
H -1.54244 1.60534 -0.12893  0.072

E = -321.9206 Eh
HOMO-LUMO gap (alpha / beta) = 8.18 / 8.17 eV
energy relative to the best compared isomer or geometry (same formula, charge and spin) = 106.5 kcal per mole
HOMO (alpha / beta) = -8.262 / -8.261 eV
strongest force on any atom = 1.77 eV/A

=====

Record 2
DFT (wB97M-V/def2-TZVPD) results for a molecular structure, C17H40BBr2FNbO8S2 at a distorted geometry.

Last column: Löwdin charge in e.
Element x y z (Å)
C -4.52359 2.30445 -1.31071  -0.119
C -3.39502 1.62976 -2.08922  -0.287
C -2.62367 0.56762 -1.27879  -0.377
F -3.47007 0.23516 -0.13562  -0.197
Nb -0.62081 1.12803 -0.38354  1.708
C 0.69396 -0.40226 -1.41952  -0.338
C 0.06418 -1.30700 -2.48303  -0.293
C 1.07521 -1.86147 -3.49055  -0.265
O 0.99782 -1.14657 -4.74207  -0.112
C 1.25536 1.81422 0.77057  -0.341
C 1.04446 2.71467 2.01086  -0.321
C 2.03960 2.39486 3.14170  -0.220
C 1.48446 2.50984 4.56319  -0.229
S 0.40919 3.88931 4.85932  0.561
O 0.35788 4.11244 6.26958  -0.304
O 0.76005 5.03025 4.08748  -0.263
O -0.99867 3.30157 4.42992  -0.159
B -0.85215 -0.50674 1.29485  -0.549
C -0.24086 -0.42748 2.76818  -0.072
O -1.55139 -1.70387 1.02005  -0.029
C -0.11921 2.79372 -1.95051  -0.858
Br -0.18944 2.12818 -3.78842  0.601
C -0.83335 4.12074 -1.63090  -0.829
C 0.08207 5.06539 -0.89725  -0.173
Br -1.46813 5.13249 -3.24650  0.544
H -4.89629 3.10119 -1.94390  0.065
H -5.33833 1.61685 -1.14746  0.061
H -4.16074 2.72213 -0.38130  0.059
H -2.78203 2.41771 -2.51211  0.024
H -3.87326 1.14229 -2.93459  0.096
H -2.63582 -0.35641 -1.84668  0.077
H -1.51687 2.34466 0.64722  -0.041
H 1.50747 0.16570 -1.87210  0.042
H 1.15195 -1.04473 -0.66951  0.028
H -0.42030 -2.14898 -1.99929  0.087
H -0.70046 -0.82914 -3.08344  0.063
H 2.07582 -1.78929 -3.08053  0.110
H 0.81149 -2.88160 -3.73524  0.094
H 1.75452 -0.53984 -4.77055  0.071
H 1.71967 0.88729 1.09534  0.014
H 1.97070 2.31135 0.11581  0.034
H 1.23925 3.74222 1.75120  0.076
H 0.02881 2.62645 2.36448  0.036
H 2.88213 3.07378 3.09562  0.107
H 2.44231 1.39571 3.02972  0.096
H 2.26684 2.66140 5.29043  0.099
H 0.93968 1.61955 4.85495  0.097
H -1.65212 3.98172 4.68253  0.109
H 0.82705 -0.60959 2.66341  0.051
H -0.42194 0.52084 3.25769  0.031
H -0.61662 -1.24779 3.37701  0.046
H -2.41251 -1.62566 1.47296  0.102
H 0.93018 2.99424 -1.79439  -0.010
H -1.75001 3.95492 -1.09811  0.021
H 0.58510 4.54795 -0.08750  0.053
H -0.51292 5.85195 -0.45244  0.072
H 0.78032 5.51084 -1.59096  0.065
O -0.68336 -5.71306 -0.77330  -0.272
S 0.59929 -5.10775 -0.58009  0.580
O 1.26780 -4.48096 -1.67836  -0.272
O 1.57514 -6.21015 0.05305  -0.267
C 1.70647 -7.45812 -0.64710  -0.264
C 2.54642 -7.34499 -1.90536  -0.077
C 0.56054 -4.01117 0.78869  -0.110
H 0.71547 -7.86113 -0.86486  0.113
H 2.18541 -8.13330 0.06008  0.117
H 2.06371 -6.71419 -2.64936  0.069
H 2.69932 -8.33238 -2.34322  0.077
H 3.51587 -6.90161 -1.67864  0.083
H 0.07586 -4.50442 1.62586  0.082
H -0.01022 -3.13326 0.49051  0.043
H 1.58134 -3.72854 1.03467  0.083

E = -7399.5670 Eh
HOMO-LUMO gap = 6.46 eV
HOMO = -4.505 eV
charge = -1
strongest force on any atom = 3.48 eV/A

=====

Record 3
DFT (wB97M-V/def2-TZVPD) results for 2 unconnected molecules or ions with the total composition C5H7NO3 at a distorted geometry.

Last column: Löwdin charge in e.
Element x y z (Å)
C -2.68040 -0.05260 -0.12233  -0.706
C 0.81620 0.82532 -0.24312  -0.176
C -0.25127 0.10922 -1.17267  -0.188
C -0.30556 0.79934 0.88868  -0.212
C -1.08512 -0.18966 0.10293  -0.161
N -0.23557 -2.42562 1.18842  -0.224
O -3.27144 0.55338 0.79975  -0.129
O 0.41077 -3.20421 0.30030  -0.485
O -3.07479 -0.45560 -1.26298  -0.146
H 1.51948 -0.02293 -0.07780  0.091
H 1.22474 1.70985 -0.66256  0.044
H -0.73599 0.85359 -1.87147  0.099
H 0.12956 -0.66422 -1.77637  0.056
H 0.05774 0.41981 1.80245  0.051
H -0.75712 1.79222 1.10353  0.092
H -1.32054 -2.59933 1.15830  -0.006

E = -474.9665 Eh
HOMO-LUMO gap (alpha / beta) = 5.86 / 5.17 eV
energy relative to the best compared isomer or geometry (same formula, charge and spin) = 84.2 kcal per mole
HOMO (alpha / beta) = 0.909 / 1.571 eV
charge = -2
strongest force on any atom = 3.38 eV/A